Molecular formula: C23H20F4N
Method: DFT, the ωB97M-V functional and the def2-TZVPD basis

The geometry in XYZ format:
```
48
Properties=species:S:1:pos:R:3:lowdin_charge:R:1
F 5.848 -1.254 -2.474 0.072
C 4.550 -0.803 -2.597 -0.190
C 3.980 -0.750 -3.873 0.140
C 2.696 -0.209 -3.948 -0.189
F 2.037 -0.247 -5.167 0.064
C 2.038 0.317 -2.852 0.067
C 2.575 0.162 -1.537 -0.151
C 1.773 0.606 -0.452 0.149
C 2.179 0.855 0.877 -0.148
C 1.175 1.353 1.768 0.090
C 1.453 1.523 3.108 -0.185
F 0.435 1.935 3.955 0.063
C 2.714 1.292 3.663 0.150
C 3.709 0.868 2.775 -0.188
F 4.966 0.593 3.275 0.072
C 3.502 0.709 1.414 0.091
C 3.875 -0.431 -1.442 0.085
H 4.488 -1.166 -4.738 0.156
H 1.074 0.813 -2.975 0.133
H 0.709 0.774 -0.665 0.114
H 0.182 1.558 1.364 0.129
H 2.910 1.390 4.726 0.156
H 4.355 0.478 0.786 0.114
H 4.330 -0.657 -0.484 0.115
C -2.684 1.182 -2.600 -0.032
C -1.764 0.207 -1.868 -0.404
C -1.188 -0.844 -2.808 -0.040
N -1.659 0.258 -0.591 0.046
C -2.012 -0.914 0.234 -0.178
C -2.919 -0.735 1.439 -0.217
C -4.107 -1.491 1.506 -0.046
C -4.950 -1.436 2.623 -0.072
C -4.589 -0.623 3.708 -0.084
C -3.409 0.132 3.661 -0.074
C -2.574 0.069 2.530 -0.044
H -2.368 1.311 -3.644 0.069
H -3.709 0.764 -2.645 0.104
H -2.722 2.143 -2.067 0.086
H -1.092 -0.421 -3.815 0.076
H -0.195 -1.161 -2.461 0.066
H -1.849 -1.725 -2.882 0.099
H -2.512 -1.723 -0.324 0.110
H -1.050 -1.329 0.566 0.112
H -4.366 -2.140 0.662 0.109
H -5.867 -2.041 2.656 0.111
H -5.211 -0.600 4.603 0.105
H -3.115 0.756 4.515 0.107
H -1.647 0.649 2.493 0.083
```

For the largest force on an atom, the calculation gives 2.59 eV/A. The energy above the lowest of the compared OMol25 structures with the same formula, charge and spin is 1.369 eV. As for the orbital gap: 0.159 hartree. Its total charge is +1. The multiplicity is 1. Its LUMO energy is -6.71 eV.